Record 1
ORCA calculation (ωB97M-V with the def2-TZVPD basis set) on a structure of composition C20H30F6FeN7O11SSbSeSi in a non-equilibrium geometry.

Computed properties:
HOMO level (spin up / spin down) = -0.2038 / -0.2036 hartree
LUMO energy (spin up / spin down) = 0.0079 / -0.0054 hartree
Spin multiplicity = 6
Energy relative to the best compared isomer or geometry (same formula, charge and spin) = 44.3 kcal/mol
Frontier orbital gap (spin up / spin down) = 5.8 / 5.4 eV
E = -7183.2338 hartree
Net charge = -1

Atoms and positions in Å:
Fe: -0.2107 0.0997 0.0408
N: 2.3023 1.3489 2.0528
C: 1.7972 1.7649 3.3926
C: 0.7328 2.8506 3.2494
C: -0.5894 2.3542 2.6643
N: -0.4728 2.0375 1.2385
C: -1.1153 1.1256 3.4136
C: -0.0987 0.0015 3.5482
N: 0.0755 -0.7167 2.2475
C: 1.1975 0.5770 4.1580
H: 2.4504 2.1197 1.4085
H: 1.6314 0.7150 1.6270
H: 3.2357 0.7970 2.0385
H: 2.6526 2.1559 3.9421
H: 1.1283 3.6778 2.6457
H: 0.5148 3.2514 4.2416
H: -1.3162 3.1602 2.8029
H: -0.0064 2.7805 0.7267
H: -1.4194 2.0378 0.8583
H: -2.0070 0.7442 2.9045
H: -1.4148 1.4492 4.4136
H: -0.4871 -0.7178 4.2728
H: -0.8001 -1.2079 2.0653
H: 0.8099 -1.4363 2.3421
H: 1.9428 -0.2088 4.2391
H: 0.9467 0.9269 5.1634
C: -0.6144 -1.0825 -6.0314
Si: 0.3414 -2.4599 -5.1926
C: -0.4187 -4.0694 -5.7931
C: 2.1428 -2.3087 -5.6688
C: 0.3594 -2.6138 -3.3000
C: 0.9843 -3.7549 -2.7743
C: 1.0533 -3.9715 -1.4190
C: 0.5471 -3.0061 -0.5638
N: -0.0086 -1.8879 -1.0252
C: -0.1225 -1.7250 -2.3505
S: -1.0625 -0.2703 -2.7440
H: -0.8409 -1.3903 -7.0564
H: -0.0126 -0.1716 -6.0867
H: -1.5555 -0.8444 -5.5361
H: -0.4860 -4.0780 -6.8852
H: -1.4305 -4.1830 -5.3941
H: 0.1604 -4.9458 -5.4899
H: 2.2711 -2.3423 -6.7551
H: 2.7574 -3.0967 -5.2282
H: 2.5276 -1.3481 -5.3151
H: 1.4129 -4.4862 -3.4532
H: 1.5377 -4.8420 -1.0054
H: 0.6157 -3.1254 0.5089
O: -4.3997 -1.4099 -0.2223
Se: -3.2904 -0.3691 -0.6946
O: -2.5546 -1.0215 -2.1346
O: -2.0230 -0.3654 0.4116
O: -3.8020 1.1164 -0.9960
F: 1.4949 0.5400 -0.2595
Sb: 3.3840 -1.7814 0.9883
F: 2.0304 -3.0608 1.8472
F: 3.5892 -3.2972 -0.4209
F: 4.8777 -2.6534 1.7813
F: 4.5249 0.2475 1.3504
F: 3.0326 -1.1261 2.9674
O: -1.0606 7.2528 -4.3690
N: -0.4182 6.2642 -4.6728
O: 0.3691 6.2113 -5.5983
C: -0.6066 5.0656 -3.8625
C: -1.5855 5.0588 -2.8608
C: -1.6976 3.9956 -2.0269
C: -0.8653 2.8084 -2.1338
O: -0.9553 1.8371 -1.3821
C: 0.0323 2.8277 -3.3007
C: 0.1668 3.9691 -4.0940
N: 0.8324 1.7206 -3.7277
O: 1.5391 1.8303 -4.7044
O: 0.7992 0.6086 -3.1423
N: -2.7307 4.1296 -0.9886
O: -3.7585 4.6932 -1.3032
O: -2.4680 3.7533 0.1361
H: -2.2401 5.9087 -2.7333
H: 0.8850 3.9735 -4.9000

=====

Record 2
ORCA calculation (ωB97M-V with the def2-TZVPD basis set) on an isolated molecule of C20H30N2O5.

Computed properties:
HOMO level = -0.2817 hartree
LUMO energy = 0.0184 hartree
Energy relative to the best compared isomer or geometry (same formula, charge and spin) = 79.9 kcal/mol
Frontier orbital gap = 8.2 eV
E = -1265.8023 hartree
Net charge = 0
SMILES = CC[C@@H](C)[C@H]1CNC(=O)C(=O)N1CCCc1cc(OC)c(OC)c(OC)c1

Atoms and positions in Å:
C: -4.2053 -3.0950 4.9085
H: -3.3908 -3.2593 5.6080
H: -4.9125 -3.9139 5.0169
H: -4.7088 -2.1695 5.1783
C: -3.6982 -3.0280 3.4723
H: -4.5627 -2.9659 2.8086
H: -3.1669 -3.9517 3.2311
C: -2.7654 -1.8347 3.2226
C: -1.4127 -2.0609 3.8950
H: -0.9385 -2.9629 3.5129
H: -0.7499 -1.2155 3.7302
H: -1.5441 -2.1730 4.9671
H: -3.2131 -0.9373 3.6620
C: -2.6021 -1.6012 1.6987
N: -1.4717 -0.7487 1.3817
C: -1.5349 0.5805 1.6182
O: -0.6028 1.3418 1.4493
C: -2.8949 1.1150 2.0752
O: -3.0159 2.1417 2.7029
N: -3.9579 0.3919 1.6478
H: -4.8736 0.7580 1.8645
C: -3.8359 -0.9297 1.0833
H: -4.7448 -1.4948 1.2929
H: -3.7107 -0.8715 -0.0072
C: -0.2718 -1.3373 0.8161
H: 0.0393 -2.1806 1.4383
H: 0.5047 -0.5704 0.8412
C: -0.4756 -1.8104 -0.6260
H: -1.3583 -2.4528 -0.6810
H: 0.3903 -2.4105 -0.9099
C: -0.6246 -0.6496 -1.6195
C: 0.7014 0.0078 -1.8900
C: 1.0713 1.1528 -1.2046
C: 2.3143 1.7298 -1.4219
C: 3.2090 1.1609 -2.3479
C: 2.8333 -0.0042 -3.0288
C: 1.5805 -0.5616 -2.7972
H: 1.2802 -1.4561 -3.3194
O: 3.7497 -0.5504 -3.8969
C: 3.3819 -1.6854 -4.6360
H: 2.5102 -1.4926 -5.2706
H: 3.1769 -2.5436 -3.9869
H: 4.2404 -1.9132 -5.2669
O: 4.4172 1.7965 -2.4630
C: 5.0390 1.8578 -3.7264
H: 5.7689 2.6643 -3.6517
H: 4.3202 2.0926 -4.5167
H: 5.5503 0.9244 -3.9749
O: 2.7595 2.8467 -0.7913
C: 1.9114 3.4591 0.1544
H: 1.6173 2.7702 0.9504
H: 1.0088 3.8596 -0.3180
H: 2.4910 4.2785 0.5764
H: 0.3871 1.5894 -0.4974
H: -1.3259 0.0833 -1.2175
H: -1.0355 -1.0389 -2.5539
H: -2.4344 -2.5689 1.2173